1.
{
  "formula": "C10H22N2O5PPdSeTe2",
  "method": "wB97M-V/def2-TZVPD",
  "elements": ["Pd", "N", "C", "C", "C", "O", "O", "H", "H", "H", "H", "H", "H", "C", "Te", "C", "H", "H", "H", "H", "H", "H", "Se", "C", "N", "C", "C", "O", "P", "O", "Te", "O", "C", "C", "H", "H", "H", "H", "H", "H", "H", "H", "H", "H"],
  "xyz": [[0.36299, -0.49084, -0.42458], [-0.56209, 0.47942, -2.42852], [0.39591, 1.04020, -3.38560], [1.76206, 0.37102, -3.19116], [2.35818, 0.92084, -1.88213], [2.72205, 2.10731, -1.90534], [2.39570, 0.18125, -0.87187], [-0.93074, -0.41251, -2.77136], [-1.34622, 1.11236, -2.27030], [0.50091, 2.11346, -3.20400], [0.04951, 0.89834, -4.41610], [2.42753, 0.62142, -4.01773], [1.65395, -0.71869, -3.10706], [-1.04942, 1.21324, 3.63769], [-1.48385, -0.15137, 2.02790], [-2.01096, -1.67956, 3.47542], [-1.85222, 1.14406, 4.36432], [-1.01558, 2.21444, 3.22178], [-0.10272, 0.98135, 4.11552], [-1.16099, -1.78202, 4.15052], [-2.18220, -2.62323, 2.96348], [-2.89978, -1.40031, 4.03670], [2.71917, 2.98080, 0.37884], [1.14680, 2.22345, 0.43070], [0.13094, 1.63289, 0.38878], [-3.05426, -5.75093, -0.84417], [-2.87372, -4.30151, -0.45163], [-1.48894, -4.11597, -0.08254], [-0.79379, -2.70742, -0.25265], [-1.77191, -1.58404, -0.36073], [0.91428, -2.38698, 1.45648], [-0.01084, -2.71691, -1.66890], [0.68126, -3.88941, -2.14159], [0.11134, -4.27730, -3.49374], [-4.09293, -5.93313, -1.10015], [-2.77221, -6.39647, -0.01896], [-2.43044, -5.99320, -1.69930], [-3.48861, -4.04306, 0.41302], [-3.13704, -3.62513, -1.26935], [0.55031, -4.70171, -1.41762], [1.74570, -3.64164, -2.20549], [-0.95053, -4.49129, -3.39800], [0.62642, -5.15838, -3.85835], [0.23790, -3.47504, -4.21662]],
  "forces_ev_per_a": [[0.815, 1.748, -1.539], [-0.141, -0.575, 0.516], [0.389, -0.045, -0.402], [-0.055, 0.269, 0.354], [-0.066, -0.116, -1.328], [0.154, 0.502, -0.017], [-0.413, -0.914, 0.945], [-0.038, 0.410, 0.066], [0.192, -0.275, 0.065], [-0.059, -0.155, -0.042], [0.021, 0.071, 0.137], [-0.037, -0.036, 0.040], [0.059, 0.198, -0.136], [0.123, -0.089, -0.349], [-0.862, 0.035, 1.996], [0.089, 0.164, -0.195], [-0.120, -0.090, -0.006], [0.027, 0.055, -0.069], [0.074, -0.105, -0.042], [-0.074, 0.022, -0.096], [0.025, 0.035, -0.084], [-0.023, 0.160, -0.101], [1.027, 0.742, 0.094], [-1.395, -0.874, 0.140], [0.563, 0.298, -0.053], [0.131, 0.298, 0.123], [-0.671, -0.264, -0.270], [0.670, 0.429, 0.113], [-0.228, -1.782, -0.039], [-0.005, 0.344, 0.057], [-0.155, -0.087, -0.237], [-0.487, 0.291, 0.605], [0.478, -0.560, -0.330], [0.051, 0.233, 0.392], [-0.129, -0.048, -0.037], [-0.014, -0.126, 0.093], [0.033, -0.051, -0.138], [0.083, 0.007, -0.042], [0.079, -0.057, 0.077], [0.074, 0.148, -0.119], [-0.183, -0.004, 0.057], [-0.086, -0.097, -0.054], [0.044, -0.173, -0.098], [0.041, 0.062, -0.048]],
  "total_charge": 1,
  "spin_multiplicity": 5,
  "homo_ev": [-10.98, -11.69],
  "orbital_gap_ev": [8.4, 6.1],
  "energy_ha": -4286.39443,
  "de_lowest_kcal_mol": 36.0,
  "s2": 6.026
}

2.
{
  "formula": "C12H28InN4O4",
  "method": "wB97M-V/def2-TZVPD",
  "elements": ["In", "C", "C", "O", "N", "C", "H", "H", "H", "H", "H", "H", "H", "C", "C", "O", "N", "C", "H", "H", "H", "H", "H", "H", "H", "C", "C", "O", "N", "C", "H", "H", "H", "H", "H", "H", "H", "C", "C", "O", "N", "C", "H", "H", "H", "H", "H", "H", "H"],
  "xyz": [[0.14935, 0.87923, -1.08781], [-1.14352, 4.91617, -3.67879], [-1.75025, 3.90655, -2.75881], [-1.23091, 2.79715, -2.51208], [-2.92865, 4.26024, -2.18243], [-3.81565, 3.36730, -1.51549], [-0.67160, 5.69815, -3.07763], [-1.91557, 5.34579, -4.31719], [-0.37149, 4.48820, -4.31085], [-3.22961, 5.22193, -2.30138], [-4.61906, 3.05878, -2.20552], [-4.37320, 3.87940, -0.72493], [-3.33095, 2.50421, -1.07562], [0.29398, -0.33221, 3.39917], [0.35494, -1.32089, 2.27091], [0.18510, -0.93724, 1.09695], [0.69414, -2.57949, 2.54872], [0.87657, -3.56592, 1.50487], [-0.22261, -0.71274, 4.28452], [-0.23708, 0.56532, 3.09368], [1.29567, -0.06993, 3.74602], [0.55467, -2.87931, 3.50373], [-0.05678, -3.72194, 0.95948], [1.19861, -4.51243, 1.92597], [1.61252, -3.24204, 0.76812], [-2.24834, -3.46845, -0.80127], [-1.18275, -2.85423, -1.63918], [-0.89284, -1.63981, -1.53728], [-0.61122, -3.56511, -2.64584], [-0.48626, -4.98690, -2.82024], [-3.21833, -3.24360, -1.25556], [-2.29601, -2.98126, 0.17366], [-2.18758, -4.54120, -0.64695], [-0.08316, -2.96909, -3.27799], [0.53767, -5.35855, -2.80955], [-0.97870, -5.22987, -3.77393], [-1.06334, -5.56407, -2.10150], [3.92055, -0.01424, 1.61485], [3.08210, 1.23655, 1.52924], [2.34150, 1.46659, 0.55169], [3.23288, 2.11761, 2.53678], [2.38670, 3.25470, 2.77574], [3.95133, -0.40936, 2.63335], [4.93158, 0.27562, 1.32576], [3.52551, -0.81717, 1.00205], [3.69179, 1.69480, 3.33595], [1.57980, 2.95186, 3.45658], [1.85087, 3.50014, 1.86164], [2.89761, 4.13075, 3.15841]],
  "forces_ev_per_a": [[0.207, -0.465, 1.070], [0.222, 0.032, 0.117], [-0.323, 0.702, 0.658], [0.296, -1.194, -0.097], [0.843, -0.299, -0.381], [-1.084, 0.062, 0.682], [-0.106, 0.109, -0.085], [0.027, 0.121, 0.067], [-0.034, -0.212, 0.062], [-0.095, -0.098, -0.241], [0.299, -0.208, -0.082], [0.277, 0.171, -0.012], [0.213, -0.073, -0.269], [-0.471, 0.123, 0.608], [0.472, 0.644, 0.457], [-0.119, -0.288, -1.010], [-0.281, 0.374, -0.197], [-0.222, -0.345, -0.472], [-0.007, -0.206, -0.155], [0.093, 0.014, -0.123], [0.091, -0.060, -0.255], [0.237, -0.082, 0.011], [-0.024, -0.091, 0.125], [0.002, 0.052, 0.155], [0.101, 0.169, 0.201], [-0.315, 0.257, 0.700], [0.505, -0.608, -0.774], [-0.524, 0.915, -0.072], [0.358, 0.931, 0.961], [-1.279, -0.793, -0.511], [0.120, -0.087, -0.247], [0.203, 0.016, -0.039], [0.149, -0.035, -0.190], [0.179, -0.214, 0.073], [0.138, 0.369, -0.163], [0.484, -0.111, -0.078], [0.077, 0.332, 0.285], [-0.164, 0.172, 0.455], [-0.174, -0.407, 0.032], [-0.530, 0.546, -0.712], [-0.302, -1.086, 0.056], [-1.180, 0.019, -0.387], [0.160, 0.213, 0.043], [0.067, -0.328, -0.114], [0.072, 0.212, -0.380], [0.423, 0.525, -0.022], [0.282, 0.169, 0.337], [0.377, 0.154, -0.158], [0.259, -0.111, 0.068]],
  "total_charge": 3,
  "spin_multiplicity": 1,
  "homo_ev": -18.21,
  "orbital_gap_ev": 2.9,
  "energy_ha": -1183.03888,
  "de_lowest_kcal_mol": 84.6
}

3.
{
  "formula": "C14H24F2I2N3O2",
  "method": "wB97M-V/def2-TZVPD",
  "elements": ["C", "C", "C", "F", "N", "C", "N", "C", "C", "C", "I", "C", "C", "I", "C", "N", "F", "H", "H", "H", "H", "H", "H", "H", "H", "H", "H", "H", "H", "H", "H", "H", "H", "O", "C", "O", "C", "C", "C", "H", "H", "H", "H", "H", "H", "H", "H"],
  "xyz": [[0.77473, -2.98054, 0.94225], [0.95824, -1.52253, 1.39415], [1.30464, -0.54321, 0.28781], [2.63612, -0.67678, -0.02638], [0.60261, -0.79859, -0.97499], [-0.67333, -0.56312, -1.18411], [-1.26785, -0.88014, -2.37731], [-2.74159, -1.05360, -2.24143], [-3.05481, -1.76789, -0.93019], [-4.46025, -2.30055, -0.77009], [-4.46442, -4.34449, -0.23520], [-5.58516, -1.59158, -0.90482], [-5.60490, -0.12914, -1.27027], [-7.49196, -2.40634, -0.62504], [-2.59417, -0.87982, 0.25628], [-1.53905, -0.03737, -0.27971], [-1.01429, 0.90959, 0.57515], [1.42760, -3.62318, 1.52293], [1.03493, -3.14279, -0.09995], [-0.24080, -3.33234, 1.10658], [1.79748, -1.47370, 2.08327], [0.09601, -1.15143, 1.94395], [1.16395, 0.48290, 0.60949], [1.15192, -1.17844, -1.73111], [-0.85908, -1.74254, -2.73303], [-3.15963, -1.53829, -3.11612], [-3.15615, -0.04913, -2.23311], [-2.40133, -2.64012, -0.89770], [-6.56441, 0.32511, -1.06052], [-5.45417, -0.03267, -2.34680], [-4.81016, 0.43352, -0.78776], [-2.20609, -1.54417, 1.02999], [-3.39355, -0.29919, 0.70081], [6.32536, 4.61782, 0.10875], [5.43419, 3.85934, 0.34297], [4.33735, 4.32708, 0.98587], [3.15473, 3.55849, 1.16405], [3.23347, 2.65986, 2.38236], [5.52733, 2.38767, 0.00395], [2.91868, 2.99933, 0.25457], [2.36115, 4.29265, 1.29533], [4.03025, 1.92166, 2.28609], [2.28904, 2.13063, 2.53005], [3.44305, 3.24812, 3.27446], [6.06829, 1.88250, 0.80305], [6.09784, 2.29217, -0.91575], [4.56821, 1.89525, -0.14279]],
  "forces_ev_per_a": [[0.056, 0.084, 0.252], [0.036, -0.240, -0.195], [0.574, -0.172, 0.615], [-0.038, -0.129, -0.333], [-0.385, 0.815, 0.115], [-0.210, -0.179, -0.659], [-0.112, -1.448, 1.264], [-0.253, 1.092, -0.112], [0.182, -0.122, 0.071], [-0.443, -0.365, 0.232], [0.018, 0.270, -0.069], [0.128, -0.056, 0.183], [0.073, -0.163, -0.459], [0.198, 0.054, -0.077], [-0.249, -0.618, 0.092], [-0.013, 0.720, -0.339], [0.121, -0.557, 0.273], [0.004, -0.136, 0.034], [0.018, 0.010, -0.125], [-0.112, -0.022, -0.096], [0.043, 0.214, 0.112], [-0.128, 0.035, -0.015], [-0.113, 0.101, -0.130], [0.218, 0.153, -0.123], [0.120, 0.270, -0.452], [0.285, -0.307, -0.075], [-0.071, 0.058, -0.030], [0.053, -0.055, -0.142], [-0.021, 0.092, 0.213], [-0.065, 0.045, -0.086], [-0.007, 0.095, 0.170], [0.107, 0.093, 0.152], [0.000, 0.399, -0.255], [0.099, 0.128, -0.028], [0.046, -0.229, 0.056], [-0.071, 0.168, -0.038], [-0.113, -0.110, 0.073], [0.134, -0.079, -0.008], [-0.213, 0.005, -0.239], [0.033, -0.024, 0.007], [0.036, 0.056, -0.002], [-0.035, -0.036, -0.042], [-0.019, 0.035, 0.019], [-0.064, 0.038, 0.001], [0.008, -0.006, 0.019], [0.124, 0.040, 0.064], [0.020, -0.019, 0.111]],
  "total_charge": 1,
  "spin_multiplicity": 1,
  "homo_ev": -11.81,
  "orbital_gap_ev": 8.0,
  "energy_ha": -1657.37969
}